(1)
# C5H13ClN2O

The ion C5H13ClN2O with charge +2 in a non-equilibrium geometry (the ωB97M-V functional and the def2-TZVPD basis, the Open Molecules 2025 dataset).

Properties
orbital gap (spin up / spin down): 0.355 / 0.270 Ha
total charge: +2
multiplicity: 3
lowest unoccupied orbital energy (spin up / spin down): -8.04 / -12.92 eV

Structure (XYZ):
```
22
Properties=species:S:1:pos:R:3:nbo_charge:R:1
C 0.1972 0.6195 -0.8020 0.84
C -1.1111 2.6833 -1.3435 -0.43
C -0.1939 -0.2438 1.5754 -0.43
C 0.1878 -1.7723 -0.1694 -0.46
C 2.0327 -0.2600 0.4031 -0.44
N -0.6734 1.5464 -0.5235 -0.47
N 0.5521 -0.4251 0.2640 -0.24
O 0.8978 0.4407 -1.8013 -0.54
Cl 0.8556 1.2296 -3.3607 0.57
H -2.2240 2.5951 -1.4097 0.27
H -0.6040 2.7391 -2.2407 0.23
H -0.9283 3.5538 -0.7323 0.27
H 0.2134 -0.9929 2.3290 0.29
H 0.0774 0.7603 1.9551 0.25
H -1.1339 -0.6171 1.2339 0.24
H -0.0966 -2.4303 0.6541 0.27
H -0.5516 -1.7945 -0.9347 0.25
H 1.1169 -2.2495 -0.5997 0.26
H 2.5396 -0.1720 -0.5999 0.27
H 2.0977 0.6958 0.9003 0.23
H 2.5460 -1.1867 0.7881 0.29
H -1.3099 1.4612 0.3208 0.47
```

(2)
# C5H13ClNS

A cluster of 2 separate species, C5H13ClNS in total in a non-equilibrium geometry (the ωB97M-V functional and the def2-TZVPD basis, the Open Molecules 2025 dataset).

Properties
orbital gap: 0.348 Ha
total charge: +1
energy above the lowest of the compared OMol25 structures with the same formula, charge and spin: 0.5187 eV
lowest unoccupied orbital energy: -3.36 eV

Structure (XYZ):
```
21
Properties=species:S:1:pos:R:3:nbo_charge:R:1
C 1.8602 -0.6061 -0.2903 -0.59
C 0.5211 1.3595 0.7978 -0.61
C -0.8432 -1.1523 1.7846 -0.37
C 0.4152 0.0434 -0.1183 0.08
C -0.4243 -1.0395 0.5128 -0.17
N -0.0337 0.4516 -1.4566 -0.70
S -1.0505 -2.1453 -0.7470 0.00
Cl -2.6566 2.1144 -1.4299 -0.26
H 2.4611 0.1668 -0.6492 0.21
H 2.3006 -0.9497 0.6258 0.26
H 1.7548 -1.3454 -1.0516 0.22
H 0.7968 1.2309 1.8162 0.26
H -0.3370 2.0062 0.8275 0.22
H 1.1796 1.9456 0.2964 0.21
H -1.4639 -2.0104 2.0265 0.23
H -1.8674 1.7163 -0.3002 0.26
H -0.5397 -0.4329 2.5077 0.22
H 0.5396 -0.0662 -2.1888 0.46
H 0.1288 1.4102 -1.5449 0.45
H -0.9893 0.1957 -1.4907 0.47
H -1.7523 -2.8928 0.0724 0.17
```

(3)
# C5H13FN

The ion C5H13FN with charge +1 in a non-equilibrium geometry (the ωB97M-V functional and the def2-TZVPD basis, the Open Molecules 2025 dataset).

Properties
orbital gap (spin up / spin down): 0.169 / 0.238 Ha
total charge: +1
multiplicity: 3
energy above the lowest of the compared OMol25 structures with the same formula, charge and spin: 2.7112 eV
lowest unoccupied orbital energy (spin up / spin down): -2.87 / -11.06 eV

Structure (XYZ):
```
20
Properties=species:S:1:pos:R:3:nbo_charge:R:1
C 0.4008 1.5184 0.9897 -0.64
C -0.9746 -0.1572 -1.4935 -0.61
C -1.4458 -1.0760 0.9191 -0.67
C 0.6895 0.0028 0.4707 -0.02
C -0.4419 -0.8205 -0.1941 0.41
N 1.7902 0.1510 -0.5530 -0.94
F 0.3806 -1.9914 -0.5443 -0.25
H 1.3501 1.9265 1.4050 0.28
H -0.0323 2.1903 0.1342 0.26
H -0.3322 1.5432 1.7331 0.23
H -1.9481 0.3405 -1.4327 0.27
H -0.2196 0.5563 -1.7142 0.19
H -0.9457 -0.9913 -2.2127 0.30
H -1.6952 -2.1481 1.1207 0.29
H -2.4218 -0.6671 0.6719 0.29
H -1.1635 -0.6210 1.8055 0.25
H 0.9655 -0.5735 1.3224 0.27
H 2.1938 -0.7217 -0.8470 0.43
H 2.4813 0.8177 -0.2604 0.41
H 1.3687 0.7211 -1.3206 0.26
```

(4)
# C5H13FN2O5S

A cluster of 2 separate species, C5H13FN2O5S in total in a non-equilibrium geometry (the ωB97M-V functional and the def2-TZVPD basis, the Open Molecules 2025 dataset).

Properties
orbital gap: 0.364 Ha
total charge: 0
SMILES: O=NOCNS(=O)(=O)F.CCOCC
lowest unoccupied orbital energy: -0.04 eV

Structure (XYZ):
```
27
Properties=species:S:1:pos:R:3:nbo_charge:R:1
O 6.5215 -0.6399 1.2297 -0.22
N 5.7070 0.0197 0.7470 0.39
O 4.7573 0.4665 1.7367 -0.42
C 3.5807 0.9170 1.1241 0.06
N 2.4561 0.0996 1.5785 -0.87
S 2.4632 -1.4526 1.0234 2.52
O 3.3918 -1.5992 -0.0418 -0.91
O 2.4864 -2.3660 2.1091 -0.87
F 1.0280 -1.5098 0.4053 -0.48
H 3.6939 0.9604 0.0416 0.20
H 3.3747 1.9260 1.4784 0.19
H 1.5632 0.5550 1.4346 0.42
C -1.0097 0.0925 -1.5506 -0.65
C -1.6319 0.0963 -0.1631 -0.06
O -2.6357 1.0778 0.0092 -0.54
C -3.7580 0.9805 -0.8496 -0.06
C -4.5225 -0.3264 -0.7263 -0.65
H -0.5993 1.0758 -1.7869 0.21
H -0.2082 -0.6428 -1.6043 0.22
H -1.7379 -0.1564 -2.3228 0.21
H -0.8699 0.3336 0.5802 0.17
H -2.0150 -0.8982 0.0913 0.17
H -3.4607 1.1548 -1.8899 0.16
H -4.4067 1.8094 -0.5670 0.19
H -3.9178 -1.1859 -1.0185 0.20
H -5.4014 -0.3060 -1.3710 0.22
H -4.8490 -0.4818 0.3027 0.21
```

(5)
# C5H13FN3P

The ion C5H13FN3P with charge +2 in a non-equilibrium geometry (the ωB97M-V functional and the def2-TZVPD basis, the Open Molecules 2025 dataset).

Properties
orbital gap (spin up / spin down): 0.199 / 0.265 Ha
total charge: +2
energy above the lowest of the compared OMol25 structures with the same formula, charge and spin: 2.9656 eV
lowest unoccupied orbital energy (spin up / spin down): -11.33 / -9.94 eV

Structure (XYZ):
```
23
Properties=species:S:1:pos:R:3:nbo_charge:R:1
C 2.1293 -0.7972 -0.1115 0.40
C -1.7453 0.3604 -0.8544 -0.73
C 3.0718 0.2368 -0.2342 -0.19
C -2.2376 1.7327 0.1332 -0.19
C -0.8561 -2.0032 1.0314 -0.20
N 0.8480 -0.4194 -0.2925 -0.81
N 2.3407 -2.0395 0.4137 -0.72
N -1.4920 2.8125 -0.2125 -0.54
F -0.7720 -0.9425 1.9125 -0.35
P -0.6373 -1.1838 -0.6529 1.16
H -1.1796 0.9534 -1.7271 0.25
H -2.6308 -0.0116 -1.3325 0.27
H 4.2261 0.1992 -0.3263 0.28
H 2.6165 1.2519 -0.6461 0.22
H -1.9683 1.3779 1.1095 0.25
H -3.3532 1.6449 -0.0544 0.30
H 0.0080 -2.5700 1.2723 0.22
H -1.8684 -2.2598 0.9800 0.23
H 0.7209 0.5647 -0.5680 0.43
H 3.3447 -2.3579 0.6106 0.46
H 1.7732 -2.8625 0.3070 0.43
H -0.7753 3.2035 0.3823 0.43
H -1.5633 3.1094 -1.1403 0.41
```

(6)
# C5H13INO

A cluster of 2 separate species, C5H13INO in total in a non-equilibrium geometry (the ωB97M-V functional and the def2-TZVPD basis, the Open Molecules 2025 dataset).

Properties
orbital gap: 0.343 Ha
total charge: +1
energy above the lowest of the compared OMol25 structures with the same formula, charge and spin: 2.4795 eV
lowest unoccupied orbital energy: -4.57 eV

Structure (XYZ):
```
21
Properties=species:S:1:pos:R:3:nbo_charge:R:1
C 0.9782 0.2181 -1.4975 -0.60
C 0.8870 2.1204 0.2490 -0.63
C 0.6585 -1.0311 1.1192 -0.44
C 0.1879 0.8941 -0.3391 -0.06
C -1.9738 -1.3335 0.1709 0.20
N -0.2886 -0.0539 0.6369 -0.49
O -1.7304 -1.8230 -0.9898 -0.61
I -3.5530 0.0859 0.1079 0.25
H 1.9874 0.1933 -1.1493 0.21
H 0.6833 -0.7124 -1.6244 0.19
H 0.9024 0.8120 -2.3934 0.25
H 1.9474 2.0426 0.0906 0.23
H 0.8922 2.0411 1.4211 0.22
H 0.5378 3.0310 -0.1694 0.25
H 0.7116 -1.8477 0.4357 0.20
H 1.6600 -0.6851 1.0060 0.22
H 0.5127 -1.2328 2.1700 0.24
H -0.8049 1.2977 -0.8300 0.21
H -2.1908 -1.9197 1.0929 0.23
H -0.8200 0.5442 1.3691 0.43
H -1.1850 -2.6411 -0.8764 0.52
```

(7)
# C5H13N

The ion C5H13N with charge -1 in a non-equilibrium geometry (the ωB97M-V functional and the def2-TZVPD basis, the Open Molecules 2025 dataset).

Properties
orbital gap (spin up / spin down): 0.096 / 0.349 Ha
total charge: -1
multiplicity: 2
energy above the lowest of the compared OMol25 structures with the same formula, charge and spin: 0.4995 eV
lowest unoccupied orbital energy (spin up / spin down): 4.21 / 4.45 eV

Structure (XYZ):
```
19
Properties=species:S:1:pos:R:3:nbo_charge:R:1
C 0.5412 1.5812 1.1750 -0.58
N 0.5709 1.3172 -0.2585 -0.64
C -0.6479 -1.3827 1.3491 -0.75
C 0.0050 -1.1286 0.0127 -0.73
C -0.2591 0.2259 -0.6802 -0.10
C -0.1244 0.1285 -2.1781 -0.72
H 1.1086 0.8516 1.7508 0.16
H 0.8640 2.5922 1.3656 0.18
H -0.4721 1.5024 1.5548 0.17
H 1.5258 1.0785 -0.5044 0.33
H -1.7300 -1.2637 1.2673 0.18
H -0.4133 -2.4057 1.6149 0.20
H -0.3066 -0.7111 2.1352 0.20
H -0.2690 -1.9283 -0.6721 0.19
H 1.0959 -1.1990 0.0872 0.18
H -1.2460 0.5580 -0.3987 0.15
H -0.2609 1.1049 -2.6100 0.21
H -0.8198 -0.5987 -2.6015 0.20
H 0.8378 -0.3225 -2.4090 0.19
```

(8)
# C5H13N

An isolated molecule of C5H13N in a non-equilibrium geometry (the ωB97M-V functional and the def2-TZVPD basis, the Open Molecules 2025 dataset).

Properties
orbital gap: 0.334 Ha
total charge: 0
SMILES: CCCN(C)C
energy above the lowest of the compared OMol25 structures with the same formula, charge and spin: 0.8871 eV
lowest unoccupied orbital energy: 1.12 eV

Structure (XYZ):
```
19
Properties=species:S:1:pos:R:3:nbo_charge:R:1
N 0.4921 -0.2880 -0.5780 -0.46
C 1.2247 -1.2453 0.2782 -0.42
C 1.0323 -0.1929 -1.9285 -0.40
C -2.0320 0.0293 0.9741 -0.61
C 0.1053 1.0059 0.0302 -0.21
C -0.7616 0.7959 1.2943 -0.41
H 0.5054 -1.5711 1.0230 0.20
H 1.5590 -2.1054 -0.3146 0.21
H 2.0784 -0.7569 0.7816 0.16
H 0.9926 -1.1590 -2.4285 0.20
H 2.0358 0.1938 -1.8622 0.16
H 0.5080 0.5948 -2.4718 0.20
H -1.8091 -0.9903 0.6741 0.21
H -2.6054 0.4496 0.1575 0.20
H -2.7098 -0.0343 1.8413 0.21
H -0.4630 1.6105 -0.6780 0.20
H 1.0470 1.4966 0.2984 0.16
H -0.9831 1.8176 1.6901 0.20
H -0.2161 0.2636 2.0896 0.20
```